(1)
{
  "formula": "C24H46N3O5",
  "method": "the ωB97M-V functional and the def2-TZVPD basis",
  "symbols": ["H", "C", "H", "N", "H", "H", "H", "N", "C", "H", "H", "H", "C", "O", "C", "H", "H", "H", "C", "H", "O", "C", "H", "C", "H", "H", "H", "H", "H", "H", "H", "C", "O", "C", "H", "O", "C", "H", "H", "H", "C", "H", "H", "H", "H", "C", "O", "H", "C", "H", "H", "H", "H", "H", "H", "C", "H", "H", "C", "C", "H", "C", "H", "N", "H", "C", "H", "H", "C", "C", "H", "C", "C", "C", "H", "H", "H", "C"],
  "xyz": [[0.838074, 3.721804, -0.811578], [1.436719, -1.164893, -1.936100], [-3.224742, -0.076439, 2.256505], [2.562296, -1.991875, -1.774901], [-0.366349, 0.394088, 1.425093], [-3.347206, 3.853610, 2.803540], [-0.932013, -0.571754, -0.456002], [0.226518, -1.845118, -1.931501], [3.448793, 0.808126, -0.717052], [-0.953404, 1.101968, 5.733892], [-2.896680, 2.146902, 3.486466], [-0.142266, -4.083740, 0.601559], [2.796550, -3.601159, 0.110843], [4.781309, 1.066746, -0.654299], [-2.385098, 0.605843, 2.130593], [1.262985, 2.141100, -0.210833], [-2.644333, 2.381574, 2.173141], [0.590737, 0.747808, 4.954974], [-2.891194, 3.414640, 1.925913], [0.528077, -2.530266, 1.012478], [-3.244948, -2.096756, -2.353853], [3.896221, 2.113476, -0.251839], [-2.155111, -2.961116, -0.353579], [-2.415939, -1.117147, -2.964513], [-2.672279, 1.279512, 1.324533], [2.278228, -4.091302, -1.862974], [-2.499051, 0.668243, 4.272270], [-1.576018, 2.147636, -0.728785], [-0.080511, 0.710801, -3.266221], [3.350840, -4.517369, -0.054332], [3.568381, 0.184053, -2.710643], [3.845157, -2.581777, 0.506535], [4.973481, -2.575275, 0.019728], [-1.427321, -1.729501, -3.947923], [-2.724001, -2.893872, -2.243362], [-1.256402, 3.978103, 0.188756], [2.020609, -3.274730, -1.203139], [0.115449, -3.206001, -3.591711], [2.786917, -2.207710, -2.750786], [-2.609560, -0.680604, 0.057558], [0.286163, 0.911667, -2.264275], [2.812339, 1.746279, -2.491502], [-1.913480, -2.773503, 1.352351], [0.021609, -3.877215, -1.608873], [-1.936929, -0.484427, -2.224696], [-1.590969, -0.950348, 0.316787], [0.490747, 2.251162, -2.152558], [-0.906828, 3.010741, 3.793392], [-0.792430, 1.934436, 3.724043], [0.706805, -1.632336, -3.989870], [3.019649, 0.147050, 0.014606], [3.896930, 2.258128, 0.814941], [-3.559961, 3.407777, 1.073577], [-0.101086, 1.755056, 2.909625], [3.604014, -1.839478, 1.295361], [-0.190775, 1.492638, 5.071863], [-1.274440, -1.014833, -4.750358], [-1.902356, -2.591953, -4.400964], [-1.522676, -2.471516, 0.383650], [-1.218173, -0.244943, 1.644371], [-0.456795, 0.547747, -1.559545], [-0.038411, -2.150489, -3.392318], [-0.795058, 3.931909, 2.222054], [1.540237, 0.109617, -2.080861], [2.146829, -3.785703, 0.959293], [2.863799, 0.741008, -2.104961], [0.257916, 2.343861, 5.572073], [-3.084867, -0.479763, -3.533363], [-2.185768, 1.324724, 3.470460], [0.491133, -3.036777, -1.104982], [3.983714, 2.915973, -0.962865], [0.522005, 2.686650, -0.787496], [-1.619036, 4.160631, 1.544136], [-0.110492, -3.043057, 0.293339], [-1.818675, 5.220945, 1.652050], [-0.766658, 2.096852, 0.812247], [-0.875903, -0.957364, 2.392857], [-0.845039, 2.671223, -0.112037]],
  "forces_ev_per_a": [[0.120, 0.179, -0.120], [0.301, -0.336, 0.614], [-0.261, -0.056, -0.036], [-1.111, -0.286, -0.681], [0.269, 0.001, 0.235], [-0.262, 0.363, 0.048], [-0.247, -0.271, 0.106], [0.431, 0.078, -0.624], [-1.429, 0.607, -0.220], [-0.126, -0.117, 0.122], [-0.015, -0.929, 1.229], [0.134, -0.196, 0.125], [0.036, -0.105, 0.032], [1.452, -0.472, 0.116], [0.201, -1.776, 0.418], [0.125, -0.345, -0.024], [-0.641, 2.823, -1.310], [0.004, -0.239, 0.012], [0.810, 0.251, -0.793], [0.072, 0.195, 0.058], [0.138, 0.211, 0.039], [0.669, -0.294, 0.250], [-0.088, 0.148, -0.067], [-0.432, -0.270, -0.489], [0.100, -0.729, -0.159], [-0.261, 0.025, -0.442], [0.326, -0.435, 0.218], [-0.223, 0.051, -0.267], [0.030, 0.008, -0.241], [0.123, -0.192, -0.052], [-0.154, -0.278, -0.324], [2.259, 0.176, -0.828], [-2.206, -0.074, 0.874], [0.281, 0.255, 0.462], [-0.061, -0.167, 0.077], [0.160, -0.042, -0.328], [0.962, 0.625, 0.975], [0.157, -0.235, 0.314], [0.905, 0.258, 0.176], [-0.184, 0.127, -0.180], [-0.411, 0.177, -0.560], [-0.449, 0.099, -0.347], [-0.199, -0.086, 0.130], [-0.220, -0.024, -0.204], [0.055, -0.133, 0.108], [-0.040, -0.047, 0.613], [0.446, 0.021, 0.174], [-0.016, 0.046, -0.039], [-0.406, -0.062, 1.075], [0.214, 0.075, -0.082], [-0.045, -0.523, 0.265], [0.035, 0.587, 0.151], [-0.392, 0.335, -0.095], [0.165, -0.090, -0.114], [-0.147, -0.125, -0.125], [0.227, 0.176, -0.338], [0.109, 0.094, -0.162], [-0.144, -0.149, -0.135], [0.367, -0.173, 0.155], [-0.014, -0.042, -0.624], [0.278, -0.079, 0.035], [-0.765, 0.356, -0.200], [0.106, -0.049, -0.326], [0.016, 0.033, -0.164], [-0.189, 0.043, 0.010], [0.513, -0.292, 0.027], [0.168, 0.084, 0.130], [-0.191, 0.106, -0.048], [0.126, -0.589, 0.470], [-0.321, -1.149, -0.180], [-0.499, 0.580, 0.234], [-0.322, 0.652, -0.002], [-0.769, 0.878, 0.225], [-0.029, 0.593, 0.089], [0.169, 0.294, -0.184], [0.011, 0.119, -0.067], [-0.099, -0.111, 0.197], [0.298, -0.163, 0.591]],
  "energy_ev": -40329.51160,
  "charge": 1,
  "e_homo_ev": -12.248,
  "smiles": "CCCCCCCC[C@@H]1[C@H](CC=O)NC(N(COCCOCC)C[C@@H]2CO2)=[N+]1CCCO",
  "orbital_gap_ev": 9.03
}

(2)
{
  "formula": "C4H13NO2",
  "method": "the ωB97M-V functional and the def2-TZVPD basis",
  "symbols": ["C", "C", "N", "H", "H", "H", "H", "H", "O", "H", "H", "H", "C", "H", "H", "O", "H", "C", "H", "H"],
  "xyz": [[2.207939, 0.503406, -1.197824], [0.397401, -0.496354, 0.115934], [1.416528, 0.543337, 0.067071], [3.295701, 0.180627, 0.953618], [-3.779771, 0.279102, -2.234015], [2.423833, 1.532372, 1.653745], [1.563351, 0.813371, -2.013097], [-0.042062, -0.601436, -0.880397], [-3.111378, 0.064899, -1.576364], [-1.114890, 0.877861, 1.055052], [2.988715, 1.261841, -1.107194], [0.856044, -1.454462, 0.372297], [-0.768626, -0.157912, 1.054979], [-1.833329, -1.343685, -0.091962], [2.720102, -0.449938, -1.212954], [-1.846836, -1.027138, 0.821198], [1.984339, -0.169911, 1.969783], [2.314581, 0.534549, 1.226880], [-2.402404, 0.697599, -1.782527], [-0.475981, -0.355044, 2.091931]],
  "forces_ev_per_a": [[-0.432, 2.433, 0.801], [-1.600, 1.280, -0.631], [2.399, -3.119, -0.251], [0.412, 0.165, -0.584], [-0.221, -0.144, -0.026], [-0.078, 0.059, -0.010], [0.033, -0.714, -0.339], [0.289, 0.071, -0.104], [0.707, 0.406, -0.206], [0.320, 0.206, -0.617], [-0.020, -0.018, -0.040], [0.229, 0.089, 0.235], [-0.378, -0.733, 1.273], [-0.499, 0.243, 0.060], [-0.339, -0.494, -0.410], [0.491, -0.317, -0.176], [-0.611, 0.073, 0.407], [-0.441, 0.610, 0.531], [-0.426, -0.218, 0.120], [0.166, 0.121, -0.034]],
  "s2": 0.75,
  "energy_ev": -9934.42841,
  "charge": 1,
  "spin_multiplicity": 2,
  "de_lowest_ev": 1.7271,
  "e_homo_ev": [-14.176, -14.166],
  "orbital_gap_ev": [11.15, 6.16]
}

Copy entry 2 word for word.
{
  "formula": "C4H13NO2",
  "method": "the ωB97M-V functional and the def2-TZVPD basis",
  "symbols": ["C", "C", "N", "H", "H", "H", "H", "H", "O", "H", "H", "H", "C", "H", "H", "O", "H", "C", "H", "H"],
  "xyz": [[2.207939, 0.503406, -1.197824], [0.397401, -0.496354, 0.115934], [1.416528, 0.543337, 0.067071], [3.295701, 0.180627, 0.953618], [-3.779771, 0.279102, -2.234015], [2.423833, 1.532372, 1.653745], [1.563351, 0.813371, -2.013097], [-0.042062, -0.601436, -0.880397], [-3.111378, 0.064899, -1.576364], [-1.114890, 0.877861, 1.055052], [2.988715, 1.261841, -1.107194], [0.856044, -1.454462, 0.372297], [-0.768626, -0.157912, 1.054979], [-1.833329, -1.343685, -0.091962], [2.720102, -0.449938, -1.212954], [-1.846836, -1.027138, 0.821198], [1.984339, -0.169911, 1.969783], [2.314581, 0.534549, 1.226880], [-2.402404, 0.697599, -1.782527], [-0.475981, -0.355044, 2.091931]],
  "forces_ev_per_a": [[-0.432, 2.433, 0.801], [-1.600, 1.280, -0.631], [2.399, -3.119, -0.251], [0.412, 0.165, -0.584], [-0.221, -0.144, -0.026], [-0.078, 0.059, -0.010], [0.033, -0.714, -0.339], [0.289, 0.071, -0.104], [0.707, 0.406, -0.206], [0.320, 0.206, -0.617], [-0.020, -0.018, -0.040], [0.229, 0.089, 0.235], [-0.378, -0.733, 1.273], [-0.499, 0.243, 0.060], [-0.339, -0.494, -0.410], [0.491, -0.317, -0.176], [-0.611, 0.073, 0.407], [-0.441, 0.610, 0.531], [-0.426, -0.218, 0.120], [0.166, 0.121, -0.034]],
  "s2": 0.75,
  "energy_ev": -9934.42841,
  "charge": 1,
  "spin_multiplicity": 2,
  "de_lowest_ev": 1.7271,
  "e_homo_ev": [-14.176, -14.166],
  "orbital_gap_ev": [11.15, 6.16]
}

Which formula does entry 2 have?
C4H13NO2